Entry 1:
Density functional theory data (wB97M-V/def2-TZVPD) for a 2-piece molecular cluster, C5H12NO2 overall in a non-equilibrium geometry.

XYZ file:
```
20
Properties=species:S:1:pos:R:3:forces:R:3
O -0.5340 0.2038 2.8296 0.08 0.11 0.37
C 0.4512 0.3671 2.1691 -0.01 -0.29 -0.80
C 0.4127 0.1337 0.6719 0.33 1.01 0.22
N -0.9252 -0.3680 0.2524 0.31 -0.52 -0.16
C -1.1459 0.1214 -1.1337 -0.51 0.03 -1.17
C -0.3240 1.3941 -1.2910 -0.10 0.44 -0.19
C 0.6314 1.4505 -0.0862 -0.22 0.49 -0.21
H 1.4385 0.7219 2.5112 -0.22 0.01 0.45
H 1.1616 -0.5654 0.3478 0.16 -0.54 -0.04
H -0.8597 -1.3884 0.2469 -0.28 -0.06 -0.01
H -1.6525 -0.0868 0.9159 0.13 0.09 0.17
H -0.8517 -0.6506 -1.8308 0.68 -0.31 0.13
H -2.1965 0.2061 -1.3909 -0.29 0.37 0.62
H -0.9285 2.2933 -1.4023 -0.26 -0.08 0.56
H 0.2022 1.4027 -2.2297 0.44 -0.44 -0.31
H 0.3959 2.3099 0.5354 -0.15 0.05 0.18
H 1.6650 1.5965 -0.3919 0.02 -0.28 0.03
H 0.9319 -3.0286 0.5369 0.12 -0.19 0.06
H 1.2544 -3.4111 -0.8937 -0.02 -0.03 -0.20
O 0.8731 -2.7022 -0.3670 -0.21 0.15 0.28
```
Forces are in eV/Å.

- gap between HOMO and LUMO (eV) = 11.5
- highest occupied orbital energy (eV) = -14.59
- total charge = +1

These are the Löwdin partial charges, in e, on atoms 1 to 8: atom 1 (O): 0.11, atom 2 (C): -0.17, atom 3 (C): -0.23, atom 4 (N): 0.11, atom 5 (C): -0.09, atom 6 (C): -0.12, atom 7 (C): -0.09, atom 8 (H): 0.15

Entry 2:
Density functional theory data (wB97M-V/def2-TZVPD) for C11H26N4O7PbS as an isolated structure in a non-equilibrium geometry.

XYZ file:
```
50
Properties=species:S:1:pos:R:3:forces:R:3
O 5.0091 -0.0042 -1.8368 0.24 0.00 0.44
H 5.8376 0.3961 -1.5261 -0.45 -0.10 -0.31
Pb 0.3706 -0.3006 0.1040 0.84 0.23 -0.20
N -0.8728 -2.1260 0.0838 -1.38 -1.44 -1.16
N 0.7581 -0.9918 -1.8654 -1.33 -1.05 -0.99
N -0.5711 0.4561 1.9913 -0.37 -0.50 0.47
N 1.3216 1.5881 0.3315 0.73 1.09 0.36
O -1.6328 -2.5145 1.1452 0.67 0.07 -1.64
O -1.6204 -0.1930 2.7385 0.37 0.60 -0.35
O 2.2205 2.0279 -0.6806 -0.22 0.01 0.66
O 1.3444 -0.0814 -2.6002 -0.33 -2.19 0.02
C -0.0046 -2.0719 -2.1570 2.78 2.97 -0.84
C -0.8746 -2.6575 -1.1582 0.05 0.88 3.66
C -0.1837 1.7161 2.2411 0.80 -0.10 -1.73
C 0.7837 2.3514 1.2910 -0.34 -1.91 -0.31
C -1.7513 -3.8183 -1.3432 0.20 -0.06 -0.41
H -2.7709 -3.5220 -1.1106 -0.19 -0.23 0.08
H -1.4232 -4.5802 -0.6398 -0.27 -0.22 0.04
H -1.6648 -4.1650 -2.3555 -0.26 -0.45 -0.39
C 0.2097 -2.4699 -3.5552 -0.71 -0.37 0.08
H 1.2787 -2.5972 -3.6879 0.10 -0.09 -0.34
H -0.1408 -1.6626 -4.1898 0.01 -0.03 -0.41
H -0.3261 -3.3785 -3.7198 -0.18 -0.66 -0.77
C -0.7363 2.4610 3.3797 0.33 0.27 -0.07
C 1.2315 3.7379 1.3879 -0.30 0.25 0.56
H -1.0876 1.7590 4.1253 -0.16 0.05 0.18
H -1.5470 3.0936 3.0269 -0.25 0.26 0.31
H 0.0764 3.0641 3.7687 -0.20 0.35 0.42
H 1.5878 4.0768 0.4224 0.07 0.15 -0.01
H 2.0327 3.7453 2.1195 0.27 0.56 0.14
H 0.3857 4.3178 1.7300 0.10 0.66 0.14
H -1.7108 -1.1045 2.2937 0.49 0.78 0.12
H 2.4415 1.2061 -1.2249 -0.81 1.08 0.67
C 4.4645 -0.7021 -0.7112 0.48 -0.19 0.22
H 3.6713 -1.3810 -1.0709 0.36 0.40 0.13
H 4.0509 0.0176 0.0243 0.09 -0.45 -0.22
H 5.2711 -1.3070 -0.2218 -0.79 0.34 -0.22
O 1.3879 -1.7203 1.8379 -0.28 -0.67 0.25
H 0.9262 -0.9611 2.2674 0.15 -1.02 0.31
H 0.6926 -2.2645 1.3731 0.69 0.28 1.38
C -3.3547 -0.2488 -0.3312 -0.58 0.19 0.16
S -2.6091 1.1597 -1.1390 2.17 -0.51 -0.58
C -2.6810 2.3948 0.1224 -0.98 0.37 0.40
O -1.0854 0.8840 -1.1910 -1.79 0.21 -0.53
H -4.4321 -0.0221 -0.3422 0.23 -0.23 0.16
H -2.9800 -0.3491 0.6887 -0.06 -0.03 -0.09
H -3.1672 -1.1745 -0.8936 0.04 0.53 0.01
H -2.7446 1.9139 1.0983 0.04 0.13 0.04
H -1.7917 3.0355 0.0629 -0.24 -0.34 -0.23
H -3.5897 2.9665 -0.1037 0.19 0.11 0.39
```
Forces are in eV/Å.

- gap between HOMO and LUMO (alpha / beta) (eV) = 5.3 / 6.3
- highest occupied orbital energy (alpha / beta) (eV) = -5.57 / -6.26
- total charge = 0

These are the Löwdin partial charges, in e, on atoms 1 to 8: atom 1 (O): -0.13, atom 2 (H): 0.08, atom 3 (Pb): 1.43, atom 4 (N): -0.28, atom 5 (N): -0.30, atom 6 (N): -0.18, atom 7 (N): -0.19, atom 8 (O): -0.22

Entry 3:
Density functional theory data (wB97M-V/def2-TZVPD) for an isolated ion of composition C5H11O2S and charge -1 in a non-equilibrium geometry.

XYZ file:
```
19
Properties=species:S:1:pos:R:3:forces:R:3
C 0.4366 1.8505 1.3863 -0.67 -0.92 -1.16
S -0.5074 1.3357 0.0694 -3.19 -0.49 1.80
O -1.9609 1.1247 0.5926 3.25 0.39 -1.23
O -0.4674 2.0731 -1.2102 0.66 -0.58 0.47
C 0.0711 -0.4752 -0.3035 -2.64 0.09 1.45
C -1.0314 -1.0195 -1.2096 1.85 -0.05 0.35
C 1.4534 -0.4219 -0.8096 2.25 2.16 1.27
C -0.1606 -1.1628 1.0581 1.34 3.70 -0.39
H -0.1853 2.2472 2.1550 -0.41 0.24 0.40
H 1.2750 2.4206 1.0919 0.87 0.66 -0.33
H -0.7862 -1.9616 -1.6363 0.53 -0.94 -0.55
H -1.9312 -1.1416 -0.7028 -1.47 -0.08 1.25
H -1.2104 -0.3143 -1.9360 -0.46 1.42 -2.20
H 2.2497 -0.2835 -0.0030 -1.35 -0.18 -0.38
H 1.5883 0.5118 -1.3659 -0.08 -0.22 -0.49
H 1.8712 -1.2079 -1.3654 -0.11 -1.47 -1.10
H -0.4184 -2.1464 1.0132 -0.25 -2.93 -0.14
H 0.6564 -0.8349 1.6629 0.92 -0.76 0.73
H -0.9427 -0.5940 1.5129 -1.05 -0.06 0.25
```
Forces are in eV/Å.

- gap between HOMO and LUMO (eV) = 6.8
- highest occupied orbital energy (eV) = -3.05
- total charge = -1

These are the Löwdin partial charges, in e, on atoms 1 to 8: atom 1 (C): -0.29, atom 2 (S): 0.62, atom 3 (O): -0.47, atom 4 (O): -0.42, atom 5 (C): -0.59, atom 6 (C): -0.09, atom 7 (C): -0.10, atom 8 (C): -0.10

Entry 4:
Density functional theory data (wB97M-V/def2-TZVPD) for a 2-piece molecular cluster, C5H7N overall in a non-equilibrium geometry.

XYZ file:
```
13
Properties=species:S:1:pos:R:3:forces:R:3
C -1.0792 -0.3872 -2.1769 0.29 1.34 -3.33
C -0.4062 0.7658 -2.0585 0.80 0.20 -3.23
C -0.4556 1.3308 -0.8239 -0.03 0.56 2.02
N -0.6287 1.7293 0.2281 -0.40 1.24 0.97
H -1.4342 -0.8316 -3.1364 0.93 0.24 0.86
H -1.4947 -0.7254 -1.3034 -0.98 -1.17 1.89
H 0.1272 1.5007 -2.7626 -1.06 -1.92 0.23
C 1.0570 0.0110 1.7596 -0.44 0.60 -0.03
C 0.8521 -1.2269 2.1161 -2.73 0.97 0.74
H 1.9668 0.5098 1.6434 1.74 0.28 -0.18
H 0.2326 0.6768 1.5931 -0.15 -0.27 0.14
H 1.4460 -1.9283 2.5557 2.37 -1.70 0.36
H -0.1831 -1.4249 2.3656 -0.34 -0.39 -0.43
```
Forces are in eV/Å.

- gap between HOMO and LUMO (eV) = 10.0
- highest occupied orbital energy (eV) = -9.86
- total charge = 0

These are the Löwdin partial charges, in e, on atoms 1 to 8: atom 1 (C): 0.07, atom 2 (C): -0.16, atom 3 (C): -0.29, atom 4 (N): 0.18, atom 5 (H): 0.09, atom 6 (H): 0.04, atom 7 (H): 0.14, atom 8 (C): -0.08

Entry 5:
Density functional theory data (wB97M-V/def2-TZVPD) for a 11-piece molecular cluster, C17H43N9O24S2 overall in a non-equilibrium geometry.

XYZ file:
```
95
Properties=species:S:1:pos:R:3:forces:R:3
C 2.7935 4.5241 3.0022 -0.39 0.40 0.16
N 2.3616 4.3261 1.5893 0.29 0.45 -0.45
O 3.1687 4.5156 0.6954 -0.06 -0.23 0.36
O 1.1846 4.0948 1.4159 0.10 -0.30 0.09
H 2.4653 3.6751 3.5885 -0.10 -0.07 -0.04
H 2.2496 5.4231 3.2977 0.02 -0.18 0.19
H 3.8527 4.7032 3.1066 0.20 -0.15 -0.42
C -1.0861 -3.7398 -0.8884 -0.62 0.92 0.63
N -2.0024 -4.4218 -1.8312 0.09 -0.46 0.53
O -1.4820 -5.0013 -2.7526 0.29 -0.24 -0.66
O -3.1914 -4.4080 -1.6071 -0.19 0.20 0.20
H -0.2778 -3.3121 -1.4574 0.20 -0.03 -0.06
H -0.7493 -4.3925 -0.0905 0.08 -0.56 -0.36
H -1.6614 -2.9692 -0.3824 0.03 0.19 -0.25
C 0.2411 1.3007 0.2937 -0.25 -0.60 0.31
N -0.5892 0.1062 -0.0817 -0.07 0.71 0.24
O 0.0096 -0.9167 -0.3199 0.29 -0.43 -0.18
O -1.7952 0.2241 -0.1132 -0.08 -0.01 0.08
H 0.7979 0.9870 1.1719 0.15 0.02 -0.07
H -0.4246 2.1071 0.5556 -0.06 0.23 -0.26
H 0.9081 1.4853 -0.5397 -0.02 0.21 -0.05
C 1.6815 0.0388 4.4411 0.35 0.47 -0.61
N 0.9967 -0.8899 5.3560 -0.20 0.48 0.46
O 0.3087 -1.7522 4.8674 -0.32 -0.44 -0.09
O 1.1080 -0.6811 6.5497 0.17 -0.08 -0.20
H 1.4250 -0.2007 3.4174 0.00 -0.32 0.03
H 2.7527 -0.0269 4.5950 0.03 -0.10 0.15
H 1.3180 1.0438 4.6398 0.01 -0.04 0.30
C 3.2602 2.8277 -2.7707 0.87 -0.71 0.09
N 2.0902 2.7969 -3.6637 1.67 -0.91 3.08
O 1.1783 2.1184 -3.3480 -2.74 -2.62 1.21
O 2.0930 3.5055 -4.5675 0.37 3.59 -4.80
H 4.1617 2.8189 -3.3786 -0.10 0.48 -0.11
H 3.2783 1.9092 -2.2003 -0.29 0.08 0.42
H 3.1549 3.7217 -2.1701 0.15 0.03 0.21
C -5.2988 -1.7226 0.1578 0.88 -0.52 -0.81
N -6.2512 -2.5224 -0.6712 -1.59 0.18 1.39
O -7.2612 -2.9694 -0.1110 1.18 0.30 -0.46
O -6.0234 -2.5837 -1.8440 0.09 -0.22 -0.72
H -5.0807 -2.2240 1.0895 -0.32 -0.10 0.18
H -5.7076 -0.7302 0.2849 -0.24 0.04 0.14
H -4.4050 -1.6936 -0.4682 0.05 0.24 0.25
C -3.0762 -0.3293 3.8091 -1.11 -0.05 -0.31
N -1.8173 -0.5784 3.0935 -2.92 1.86 2.30
O -1.0458 0.3000 3.0930 3.10 3.79 -0.08
O -1.6495 -1.6066 2.6178 0.56 -5.70 -2.73
H -3.8391 -0.9716 3.3790 0.08 -0.19 0.13
H -3.3553 0.6980 3.6200 0.12 0.22 0.36
H -2.9156 -0.5693 4.8508 0.04 0.13 0.19
O -2.9288 -1.2463 -2.6715 0.18 -0.15 0.73
S -2.6435 -1.5036 -4.0354 0.82 1.94 -0.28
O -3.3801 -2.4559 -4.7473 -0.09 -0.69 -0.61
O -2.6613 -0.1005 -4.8043 -0.54 -0.47 -0.39
C -1.4425 0.6527 -4.5498 -1.30 -0.55 -0.18
C -0.4137 -0.4230 -4.2183 1.78 0.63 1.90
O -1.0675 -1.6755 -4.2467 -0.18 -1.08 -0.29
H -1.2571 1.1611 -5.4873 0.21 0.32 0.13
H -1.7461 1.3081 -3.7378 0.83 0.30 0.08
H 0.0509 -0.2978 -3.2217 -0.87 0.17 0.05
H 0.5283 -0.4049 -4.7761 -0.76 -0.40 -0.98
O 3.4630 1.4335 1.4186 -0.46 0.62 0.05
S 4.7363 0.8993 1.7017 0.64 -1.20 -1.38
O 4.9488 0.1120 2.8545 0.17 0.12 0.74
O 5.1807 0.0100 0.4249 -0.32 0.44 -0.08
C 6.6105 0.0279 0.3960 0.18 -0.43 1.25
C 6.9844 1.4654 0.7516 0.19 0.18 -0.32
O 5.8803 1.9798 1.5166 -0.49 0.17 0.33
H 6.9518 -0.6307 1.2033 0.08 -0.05 -0.20
H 6.9891 -0.3499 -0.5417 -0.17 0.19 -0.32
H 7.0863 2.1016 -0.1260 -0.01 0.04 0.04
H 7.8699 1.5287 1.3767 0.10 -0.06 -0.09
C 2.5206 -3.3373 0.3498 -0.73 0.56 -0.80
N 2.3177 -3.2777 1.7751 -0.56 -0.41 -0.23
C 0.9804 -3.5052 2.2688 -0.82 -0.24 0.61
C 3.2875 -2.8870 2.6058 1.36 0.41 -2.58
O 3.2384 -2.6889 3.7672 -0.65 0.24 3.24
H 1.7733 -2.7017 -0.1554 0.00 -0.23 0.25
H 2.3949 -4.3451 -0.0529 0.19 -0.06 0.12
H 3.4606 -2.9004 0.0130 0.28 -0.29 0.45
H 0.2903 -2.7055 1.9764 0.19 -0.20 -0.17
H 0.5629 -4.4808 1.9876 0.27 0.14 -0.48
H 0.9478 -3.5427 3.3591 0.45 0.28 -0.11
H 4.2260 -2.6676 2.0675 0.14 -0.19 -0.32
C -5.0908 1.1004 -2.0555 0.02 0.55 1.69
N -4.3216 2.3328 -2.1936 -0.37 -0.47 -1.32
C -4.3167 2.9399 -3.5080 -0.74 -0.23 -0.09
C -3.7910 2.9897 -1.1573 -0.91 -2.07 0.59
O -3.1581 3.9922 -1.2284 1.21 2.13 0.08
H -5.0888 0.4713 -2.9340 0.06 0.17 -0.27
H -6.1073 1.3425 -1.7119 -0.06 -0.20 -0.51
H -4.6412 0.5302 -1.2397 0.06 -0.10 -0.23
H -3.8148 2.2756 -4.2102 0.20 0.24 -0.16
H -5.3546 3.0387 -3.8496 0.06 -0.03 -0.04
H -3.9030 3.9379 -3.4629 0.39 -0.03 -0.02
H -4.0053 2.4589 -0.2120 0.14 0.05 0.19
```
Forces are in eV/Å.

- gap between HOMO and LUMO (eV) = 8.9
- highest occupied orbital energy (eV) = -9.15
- total charge = 0

These are the Löwdin partial charges, in e, on atoms 1 to 8: atom 1 (C): 0.05, atom 2 (N): -0.44, atom 3 (O): 0.05, atom 4 (O): 0.07, atom 5 (H): 0.09, atom 6 (H): 0.11, atom 7 (H): 0.09, atom 8 (C): 0.03

Entry 6:
Density functional theory data (wB97M-V/def2-TZVPD) for a 3-piece molecular cluster, C4H13NS overall in a non-equilibrium geometry.

XYZ file:
```
19
Properties=species:S:1:pos:R:3:forces:R:3
C -2.7619 1.6814 -0.0455 -1.33 0.53 0.37
S -0.9806 1.5105 0.1837 -1.00 -1.32 -4.30
H -3.0552 2.3975 -0.8247 0.49 -0.13 0.15
H -3.3065 0.7549 -0.2635 0.55 -0.02 0.13
H -3.2123 2.0699 0.8762 0.28 -0.05 0.02
C 0.1247 -1.6928 1.3648 0.01 0.02 0.18
C 1.2895 -0.9402 0.7521 0.38 -0.40 -0.49
N 1.0496 -0.7577 -0.6837 -0.58 0.36 -0.23
C 1.9663 0.1978 -1.2833 0.09 0.60 0.38
H 0.0122 -2.6107 0.7713 -0.27 0.15 0.39
H 0.3115 -1.9261 2.4221 0.04 -0.12 -0.31
H -0.7935 -1.0891 1.3409 0.21 -0.29 -0.19
H 1.4946 0.0142 1.2519 -0.11 0.13 0.13
H 2.1988 -1.5510 0.8477 -0.08 0.17 0.09
H 0.1427 -0.2828 -0.7629 0.49 -0.91 0.15
H -1.0546 0.7533 -1.6327 0.49 1.66 3.56
H 1.9592 1.1181 -0.6730 0.59 -0.01 0.02
H 1.6366 0.5563 -2.2592 -0.12 -0.49 -0.17
H 2.9789 -0.2035 -1.3822 -0.11 0.10 0.12
```
Forces are in eV/Å.

- gap between HOMO and LUMO (eV) = 7.5
- highest occupied orbital energy (eV) = -8.64
- total charge = 0

These are the Löwdin partial charges, in e, on atoms 1 to 8: atom 1 (C): -0.58, atom 2 (S): 0.65, atom 3 (H): 0.02, atom 4 (H): 0.03, atom 5 (H): 0.02, atom 6 (C): -0.12, atom 7 (C): -0.35, atom 8 (N): -0.18

Entry 7:
Density functional theory data (wB97M-V/def2-TZVPD) for a 2-piece molecular cluster, C5H5Cl overall in a non-equilibrium geometry.

XYZ file:
```
11
Properties=species:S:1:pos:R:3:forces:R:3
C -0.5649 -1.5008 -0.0569 -5.02 1.34 0.53
C 0.5629 0.4108 0.1187 2.33 0.02 -1.39
C -1.5469 0.4050 -0.0460 -1.68 2.19 -0.29
C -0.4530 -0.2211 -0.8014 -0.76 0.08 0.63
C -0.5704 -0.2142 0.8346 0.99 -0.99 -0.69
Cl -3.2182 0.1258 -0.0761 -0.05 -0.05 -0.13
H -1.6229 -1.9129 -0.0425 1.75 -0.16 -0.28
H 0.2184 -2.1145 -0.0920 3.04 -2.48 0.28
H 1.5626 -0.0397 -0.0061 -0.59 -0.01 0.79
H 0.5596 1.4627 -0.0243 0.18 0.90 0.45
H -1.1522 2.8289 -0.2315 -0.18 -0.85 0.10
```
Forces are in eV/Å.

- gap between HOMO and LUMO (alpha / beta) (eV) = 8.3 / 10.0
- highest occupied orbital energy (alpha / beta) (eV) = -8.87 / -10.33
- total charge = 0

These are the Löwdin partial charges, in e, on atoms 1 to 8: atom 1 (C): -0.05, atom 2 (C): -0.10, atom 3 (C): -0.71, atom 4 (C): -0.18, atom 5 (C): -0.14, atom 6 (Cl): 0.69, atom 7 (H): 0.11, atom 8 (H): 0.06

The lowest total charge belongs to which entry? C5H11O2S